{
  "formula": "C4H5N3O",
  "method": "wB97M-V/def2-TZVPD",
  "elements": ["C", "C", "C", "C", "H", "H", "H", "H", "H", "N", "N", "N", "O"],
  "xyz": [[-1.1917, 0.0808, -0.1616], [0.7400, 1.0278, -0.0466], [1.4522, -0.8553, -0.2698], [0.1662, -0.1860, -0.2801], [-3.1753, -0.1492, 0.0384], [-2.1237, -1.2700, 0.7746], [2.3421, 0.6145, 1.0229], [1.8641, -1.0891, -1.2419], [1.6612, -1.5562, 0.4836], [-2.3178, -0.6793, -0.0321], [-0.0645, 2.0869, -0.1273], [2.0429, 0.5245, 0.0316], [-1.3957, 1.4507, -0.1917]],
  "lowdin_charge": [-0.306, -0.375, -0.074, -0.131, 0.103, 0.110, 0.135, 0.117, 0.099, 0.134, 0.137, 0.074, -0.023],
  "e_above_lowest_ev": 4.9864,
  "homo_lumo_gap_ev": 9.3,
  "energy_ha": -394.784313,
  "total_charge": 0
}

***

{
  "formula": "C4H5N3O",
  "method": "wB97M-V/def2-TZVPD",
  "elements": ["H", "N", "C", "N", "C", "C", "C", "N", "O", "H", "H", "H", "H"],
  "xyz": [[3.8033, -0.2500, 0.4235], [2.7933, -0.8201, 0.3567], [1.6541, -0.1972, -0.3317], [0.4342, -0.7879, -0.6261], [-0.9481, -0.3117, -0.2713], [-2.2517, -0.6104, -0.1196], [-0.6744, 1.1450, 0.1092], [0.3761, 1.9275, -0.0634], [1.5659, 1.1813, -0.6060], [0.5465, -1.6756, 0.1268], [-3.0176, 0.2811, 0.3110], [-2.7114, -1.6209, -0.1382], [-1.5703, 1.7387, 0.8290]],
  "lowdin_charge": [0.101, 0.031, -0.427, 0.074, -0.275, 0.035, -0.134, 0.113, -0.110, 0.213, 0.134, 0.065, 0.181],
  "e_above_lowest_ev": 7.9987,
  "homo_lumo_gap_ev": 9.2,
  "energy_ha": -394.673610,
  "smiles": "[H]/N=C1/NC(=C)C=NO1",
  "total_charge": 0
}

***

{
  "formula": "C4H5N3O2",
  "method": "wB97M-V/def2-TZVPD",
  "elements": ["C", "N", "C", "C", "O", "N", "C", "O", "N", "H", "H", "H", "H", "H"],
  "xyz": [[-1.5797, -0.3709, 0.5779], [-0.5326, 0.0044, -0.3897], [0.5502, 1.2075, 0.0491], [1.6408, 0.3078, 0.2839], [-1.1147, 0.3600, -1.6205], [2.5148, 0.1852, 1.1703], [0.5866, -1.0615, -0.5067], [0.3807, 2.2669, -0.4881], [0.7732, -2.1976, -0.7483], [-0.8746, 1.3102, -1.7059], [3.1168, -0.6241, 0.9828], [-2.1128, -1.2357, 0.1875], [-2.2545, 0.4756, 0.6895], [-1.0941, -0.6279, 1.5182]],
  "lowdin_charge": [0.021, -0.231, -0.254, -0.188, 0.050, 0.161, -0.334, 0.129, 0.134, 0.114, 0.078, 0.108, 0.105, 0.109],
  "e_above_lowest_ev": 7.8914,
  "homo_lumo_gap_ev": [7.0, 7.0],
  "energy_ha": -469.949713,
  "total_charge": 0
}

***

{
  "formula": "C4H5N3O2",
  "method": "wB97M-V/def2-TZVPD",
  "elements": ["C", "N", "C", "N", "C", "C", "N", "O", "O", "H", "H", "H", "H", "H"],
  "xyz": [[0.8973, 2.0531, 0.1387], [0.8770, 0.5629, -0.0868], [2.0224, -0.1627, -0.1168], [1.7903, -1.4205, 0.0250], [0.4484, -1.5695, -0.0092], [-0.1554, -0.3541, 0.0508], [-1.5214, -0.0422, -0.0520], [-1.8088, 1.1772, -0.1562], [-2.2868, -0.9890, 0.1204], [0.5073, 2.2009, 1.2297], [1.9439, 2.4039, 0.1019], [0.1682, 2.4878, -0.5984], [2.9852, 0.3696, -0.1201], [-0.1383, -2.4704, 0.0892]],
  "lowdin_charge": [0.000, -0.051, -0.170, 0.079, -0.057, -0.187, -0.312, 0.048, 0.086, 0.126, 0.083, 0.092, 0.140, 0.123],
  "e_above_lowest_ev": 5.1068,
  "homo_lumo_gap_ev": 9.3,
  "energy_ha": -470.052046,
  "smiles": "Cn1cncc1[N+](=O)[O-]",
  "total_charge": 0
}